# C5H9NO2

The molecule C5H9NO2 at a distorted geometry (the ωB97M-V functional and the def2-TZVPD basis, OMol25).

Geometry as XYZ:
```
17
Properties=species:S:1:pos:R:3:forces:R:3:lowdin_charge:R:1
O -0.3812 -1.7651 -2.0473 -1.4 -0.7 -1.8 0.152
C 0.5236 -1.3596 -1.4109 0.8 -1.5 1.3 -0.444
O 1.7190 -2.1038 -1.3967 -0.5 3.8 1.7 0.111
C 0.3336 -0.2469 -0.4739 3.0 2.9 -1.5 -0.339
C 0.2124 -0.4567 0.9577 -1.4 -0.2 1.1 -0.148
C -0.3770 0.8535 1.5011 2.5 0.1 -0.7 -0.145
C -0.8410 1.6628 0.2432 1.0 0.5 1.4 -0.178
N -0.7641 0.6012 -0.7766 -2.0 1.3 -0.5 -0.022
H 1.3611 -2.8452 -1.8011 -0.4 -2.9 -1.6 0.062
H 1.2525 0.3886 -0.6069 0.1 -0.4 0.1 0.173
H 1.0397 -0.8454 1.4266 2.8 0.1 1.0 0.097
H -0.3887 -1.2818 1.2065 -1.9 -1.0 -0.2 0.113
H 0.3652 1.2518 2.2264 -0.5 0.6 -0.8 0.121
H -1.2193 0.6472 2.0364 -2.2 -0.7 1.7 0.063
H -1.8973 2.0012 0.5168 1.4 -0.2 -1.2 0.124
H -0.1059 2.5735 0.1342 -1.4 -1.5 -0.3 0.132
H -0.8327 0.9248 -1.7355 0.1 -0.1 0.2 0.129
```
Forces are in eV/Å.

As for the energy relative to the best compared isomer or geometry (same formula, charge and spin): 161.0 kJ/mol. For the gap between HOMO and LUMO, the calculation gives 0.362 Eh. As for the SMILES: O=C(O)[C@@H]1CCCN1.



# C3H4N2O

The molecule C3H4N2O (the ωB97M-V functional and the def2-TZVPD basis, OMol25).

Geometry as XYZ:
```
10
Properties=species:S:1:pos:R:3:forces:R:3:lowdin_charge:R:1
O 1.2122 1.1139 -0.2973 0.4 0.0 -0.5 -0.051
C 0.3024 -0.1099 1.2698 -0.6 -0.3 0.0 0.004
C 0.8727 -0.2754 -0.1349 0.1 0.1 0.1 -0.368
C -0.3494 -0.6175 -0.9682 -0.2 0.2 0.1 -0.088
N -1.4265 -0.4941 -0.2979 0.4 -0.1 -0.3 0.085
N -0.9812 -0.1260 1.0077 0.2 -0.1 0.6 -0.043
H 1.7314 1.3351 0.4951 -0.2 0.0 -0.3 0.086
H 1.7416 -0.9164 -0.3188 -0.2 0.0 0.3 0.134
H -0.3946 -0.9902 -1.9874 0.1 0.3 0.1 0.115
H -1.7155 0.1155 1.6563 0.1 -0.1 0.0 0.126
```
Forces are in eV/Å.

As for the energy relative to the best compared isomer or geometry (same formula, charge and spin): 375.9 kJ/mol. For the gap between HOMO and LUMO, the calculation gives 0.346 Eh.



# C3H4F2O

A cluster of 2 separate species, C3H4F2O in total at a distorted geometry (the ωB97M-V functional and the def2-TZVPD basis, OMol25).

Geometry as XYZ:
```
10
Properties=species:S:1:pos:R:3:forces:R:3:lowdin_charge:R:1
C 1.2360 -0.6648 -0.1335 0.6 -0.2 0.0 -0.053
C 0.4801 0.3768 -0.3022 -5.1 -0.8 0.5 0.034
C -1.5796 0.0279 -0.0684 4.9 -0.3 -0.7 -0.539
O -2.1819 1.1933 0.1036 -0.4 0.5 0.1 0.102
F -1.7050 -0.8329 0.9712 -0.2 0.3 -0.2 0.078
F -1.9926 -0.6569 -1.1667 -0.2 0.3 0.3 0.076
H 2.3108 -0.5987 -0.2448 0.1 0.1 0.0 0.056
H 0.8476 -1.6342 0.1286 -0.2 -0.1 0.1 0.059
H 0.6209 1.4000 -0.5587 0.3 0.4 -0.1 0.054
H -3.1347 1.1015 0.2718 0.1 -0.2 -0.1 0.133
```
Forces are in eV/Å.

As for the energy relative to the best compared isomer or geometry (same formula, charge and spin): 206.7 kJ/mol. For the gap between HOMO and LUMO, the calculation gives 0.397 Eh.



# C4H11NO2S

A cluster of 2 separate species, C4H11NO2S in total at a distorted geometry (the ωB97M-V functional and the def2-TZVPD basis, OMol25).

Geometry as XYZ:
```
19
Properties=species:S:1:pos:R:3:forces:R:3:lowdin_charge:R:1
C -1.3835 -2.2070 1.2544 0.0 0.7 0.8 -0.096
N -1.5889 -1.5206 -0.0029 -0.3 -1.3 -3.2 -0.003
C -1.2540 -0.2468 -0.3181 -1.5 2.4 1.4 -0.526
O -1.6622 0.3266 -1.3102 0.0 -1.1 -1.4 0.026
C -0.6732 0.7798 0.7029 1.1 -2.6 0.2 -0.177
C 0.2145 1.7736 -0.0962 -0.3 0.2 0.5 -0.559
S 1.9210 1.6614 0.4673 1.4 -0.1 -0.1 0.674
H -2.0028 -1.6699 2.0008 0.1 -0.9 -0.1 0.092
H -1.5896 -3.2814 1.2002 -0.4 0.5 -0.1 0.088
H -0.3609 -2.1390 1.6481 0.0 0.1 -0.4 0.075
H -2.0299 -1.9931 -0.8913 1.1 1.0 2.7 0.203
H -0.1117 0.1823 1.4799 0.0 1.0 -0.7 0.085
H -1.4928 1.1875 1.2890 -0.3 0.4 -0.5 0.115
H 0.2528 1.5671 -1.2110 -0.1 0.0 1.5 0.093
H -0.1063 2.8153 0.0034 -0.2 -0.3 0.0 0.066
H 1.9359 1.8087 1.8249 -0.7 0.0 -0.6 -0.134
O 1.7587 -1.8983 -1.4847 -0.6 -0.3 1.3 -0.071
H 1.4047 -1.9781 -0.5663 0.4 0.0 -1.1 0.038
H 2.0827 -0.9975 -1.4961 0.2 0.3 -0.1 0.009
```
Forces are in eV/Å.

As for the energy relative to the best compared isomer or geometry (same formula, charge and spin): 120.8 kJ/mol. For the gap between HOMO and LUMO, the calculation gives 0.358 Eh. As for the SMILES: CNC(=O)CCS.O.



# C4H6N3O2

The ion C4H6N3O2 with charge +1 at a distorted geometry (the ωB97M-V functional and the def2-TZVPD basis, OMol25).

Geometry as XYZ:
```
15
Properties=species:S:1:pos:R:3:forces:R:3:lowdin_charge:R:1
C 1.7803 1.5602 0.0505 -1.1 -0.7 -1.9 0.070
O 1.2731 0.2229 0.3750 0.0 0.0 -0.3 0.052
C 0.0724 -0.0767 0.1592 -4.3 4.2 -0.4 -0.215
N -1.0318 1.0906 -0.0822 5.0 -2.5 0.9 0.252
N -2.2402 0.6525 -0.1328 0.0 -0.9 -0.1 -0.340
O -3.1866 1.3926 -0.2293 0.0 0.7 0.0 0.125
C -2.4946 -0.7138 -0.1264 -2.2 -2.7 0.5 0.025
C -1.5521 -1.6726 0.0857 -2.5 -0.9 -1.0 -0.003
N -0.2566 -1.3476 0.2221 1.3 1.7 -0.1 0.171
H 2.7980 1.3376 -0.0155 1.7 0.4 0.1 0.092
H 1.4689 2.1949 0.8217 -0.2 1.1 0.9 0.095
H 1.3965 1.8398 -0.9542 0.1 0.0 0.8 0.126
H -3.6280 -0.9337 -0.2145 2.3 0.2 0.1 0.188
H -1.8102 -2.7491 0.0152 0.2 1.0 0.3 0.167
H 0.5958 -1.8743 0.2695 -0.2 -1.5 0.2 0.197
```
Forces are in eV/Å.

As for the charge: +1. As for the energy relative to the best compared isomer or geometry (same formula, charge and spin): 532.8 kJ/mol. For the gap between HOMO and LUMO, the calculation gives 0.370 Eh. As for the SMILES: COc1n[n+](=O)cc[nH]1.



# C9H20N3O2PPb

A structure of composition C9H20N3O2PPb at a distorted geometry (the ωB97M-V functional and the def2-TZVPD basis, OMol25).

Geometry as XYZ:
```
36
Properties=species:S:1:pos:R:3:forces:R:3:lowdin_charge:R:1
Pb 0.3925 0.1599 -0.4942 0.4 4.4 -1.0 0.537
H 1.1813 -1.8276 0.0747 0.3 -1.4 -0.9 -0.001
H 1.1469 -1.8575 -0.6982 0.6 -1.5 1.0 -0.014
P 0.4755 -0.2165 -3.0770 0.3 0.6 -0.1 0.592
C -1.0908 -0.6103 -3.8776 0.0 -0.1 -1.2 -0.291
H -0.9716 -0.5011 -4.9806 -0.4 -0.1 0.5 0.049
H -1.3600 -1.6446 -3.6299 0.0 0.2 -0.1 0.040
H -1.8828 0.0618 -3.5154 0.3 -0.2 -0.1 0.051
C 0.8995 1.4973 -3.5830 0.0 0.0 -1.0 -0.321
H 1.8602 1.8029 -3.1361 -0.4 -0.3 -0.1 0.030
H 0.9700 1.5468 -4.6979 0.0 0.1 0.6 0.045
H 0.1230 2.1983 -3.2337 0.3 -0.4 -0.1 0.015
C 1.7751 -1.2684 -3.7553 0.0 -0.2 -1.2 -0.296
H 1.5347 -2.3156 -3.5304 0.1 0.2 -0.1 0.040
H 1.8270 -1.1224 -4.8557 0.2 -0.3 0.4 0.046
H 2.7440 -1.0258 -3.3031 -0.3 0.1 0.0 0.041
C -1.6712 -1.1867 -0.4349 -3.3 -3.0 -0.6 -0.189
O -2.7108 -1.6418 -0.3603 0.8 0.8 0.2 0.102
H 2.1669 0.6789 -0.6951 1.4 0.3 0.0 -0.156
H -0.4640 1.8508 -0.8818 0.0 0.3 -0.1 -0.115
C -2.7842 1.0411 3.9594 0.4 -0.1 0.4 0.001
N -1.4284 0.6217 3.5422 -1.2 0.3 -0.2 -0.050
C -0.4513 0.4020 4.4569 1.0 -0.2 -0.4 -0.023
C 0.8127 0.0291 4.0454 -0.6 0.3 1.8 0.001
C 1.0275 -0.1190 2.6608 -0.4 0.1 -0.4 -0.420
N 0.0651 0.0647 1.7912 -2.3 0.7 3.0 -0.042
C -1.2316 0.4706 2.1699 0.5 -0.3 -1.7 -0.462
O -2.1388 0.6635 1.3288 1.8 -0.4 2.4 -0.026
N 2.2367 -0.4573 2.1949 -0.4 -0.1 0.1 0.172
H -2.7388 1.1020 5.0516 -0.3 0.1 -0.2 0.084
H -3.5414 0.3170 3.6457 0.3 0.1 0.0 0.100
H -3.0447 2.0129 3.5325 0.2 -0.2 0.0 0.101
H -0.7734 0.5628 5.4981 0.5 -0.2 -0.6 0.136
H 1.6481 -0.1493 4.7372 -0.7 0.2 -0.2 0.115
H 2.9646 -0.6191 2.8384 0.8 -0.1 0.5 0.097
H 2.4326 -0.5210 1.2128 0.1 0.3 -0.4 0.011
```
Forces are in eV/Å.

For the gap between HOMO and LUMO, the calculation gives 0.170 Eh.



Computed energy (eV) in order:
-10914.908 -8199.990 -10655.817 -20746.051 -12799.192 -32752.629
Computed HOMO (eV) in order:
-8.99 -9.24 -10.07 -9.18 -15.03 -4.33